(1)
This record from the Open Molecules 2025 dataset describes a cluster of 2 separate species, C5H10N2O in total in a non-equilibrium geometry. The level of theory is ωB97M-V with the def2-TZVPD basis set.

Summary:
* highest occupied orbital energy (spin up / spin down): -7.255 / -7.259 eV
* molecular weight: 114.15 g/mol
* 2S+1: 1
* ΔE to the lowest compared entry with this formula, charge and spin: 5.684 eV
* frontier orbital gap (spin up / spin down): 8.0396 / 8.0431 eV

Positions of all 18 atoms, in Å:
C 1.931 -0.617 1.031
C 0.857 0.503 -0.901
C 0.901 0.306 0.419
N -2.136 -1.655 -0.260
N -1.055 1.669 0.929
C -0.316 0.532 1.136
C 0.879 0.774 -2.171
O -1.133 -0.712 -0.271
H -2.934 -1.310 -0.792
H -1.824 -2.517 -0.706
H -1.964 1.665 1.368
H -1.106 1.946 -0.044
H -0.379 0.128 2.143
H 2.846 -0.624 0.441
H 2.179 -0.292 2.043
H 1.541 -1.637 1.073
H 0.316 0.190 -2.889
H 1.396 1.652 -2.549

=====

(2)
This record from the Open Molecules 2025 dataset describes an isolated molecule of C5H10N2O in a non-equilibrium geometry. The level of theory is ωB97M-V with the def2-TZVPD basis set.

Summary:
* highest occupied orbital energy (spin up / spin down): -6.206 / -6.206 eV
* molecular weight: 114.15 g/mol
* 2S+1: 1
* ΔE to the lowest compared entry with this formula, charge and spin: 6.892 eV
* frontier orbital gap (spin up / spin down): 6.1577 / 6.1587 eV

Positions of all 18 atoms, in Å:
C 1.200 -0.127 0.501
C -0.946 -1.784 0.006
C 1.817 1.194 0.147
C -0.493 -0.354 -0.171
C -0.968 0.627 0.763
O -1.339 -0.401 -2.290
N -0.748 0.427 -1.254
N -0.942 1.472 1.638
H -1.293 0.183 -3.054
H -1.816 1.882 1.962
H 1.200 -0.363 1.566
H 1.600 -0.952 -0.085
H -0.787 -2.109 1.034
H -2.010 -1.866 -0.213
H -0.422 -2.402 -0.722
H 2.904 1.133 0.249
H 1.464 1.986 0.808
H 1.578 1.454 -0.885

=====

(3)
This record from the Open Molecules 2025 dataset describes an isolated molecule of C5H10N2O in a non-equilibrium geometry. The level of theory is ωB97M-V with the def2-TZVPD basis set.

Summary:
* highest occupied orbital energy: -7.892 eV
* molecular weight: 114.15 g/mol
* 2S+1: 1
* ΔE to the lowest compared entry with this formula, charge and spin: 1.192 eV
* structure (SMILES): CC(C)=C/N=C(/N)O
* frontier orbital gap: 8.4459 eV

Positions of all 18 atoms, in Å:
C -2.041 -1.501 0.111
C -1.155 -0.309 -0.111
C -1.614 0.969 0.535
C -0.107 -0.366 -0.963
N 0.826 0.626 -1.017
C 1.835 0.420 -0.225
N 2.791 1.343 0.020
O 2.212 -0.798 0.195
H -2.085 -1.736 1.180
H -3.060 -1.306 -0.237
H -1.675 -2.392 -0.410
H -2.697 1.090 0.426
H -1.367 0.960 1.601
H -1.158 1.858 0.088
H 0.127 -1.281 -1.508
H 2.627 2.174 -0.540
H 3.742 1.021 -0.105
H 2.797 -0.769 0.962

=====

(4)
This record from the Open Molecules 2025 dataset describes an isolated molecule of C5H10N2O in a non-equilibrium geometry. The level of theory is ωB97M-V with the def2-TZVPD basis set.

Summary:
* highest occupied orbital energy: -8.556 eV
* molecular weight: 114.15 g/mol
* 2S+1: 1
* ΔE to the lowest compared entry with this formula, charge and spin: 2.405 eV
* structure (SMILES): CC1(C)COC(N)=N1
* frontier orbital gap: 9.4211 eV

Positions of all 18 atoms, in Å:
C 0.128 1.723 -0.924
C 0.119 0.492 0.014
C 0.823 0.927 1.237
C 1.079 -0.689 -0.461
O 0.084 -1.777 -0.647
C -1.144 -1.391 -0.033
N -2.079 -2.288 0.218
N -1.169 -0.095 0.301
H -0.570 2.534 -0.646
H 1.263 2.076 -0.836
H -0.155 1.563 -1.983
H 1.069 0.158 2.052
H 0.189 1.842 1.680
H 1.854 1.292 0.885
H 1.667 -0.516 -1.566
H 1.837 -0.821 0.484
H -1.955 -3.235 -0.130
H -3.042 -1.792 0.353

=====

(5)
This record from the Open Molecules 2025 dataset describes an isolated molecule of C5H10N2O in a non-equilibrium geometry. The level of theory is ωB97M-V with the def2-TZVPD basis set.

Summary:
* highest occupied orbital energy: -8.852 eV
* molecular weight: 114.15 g/mol
* 2S+1: 1
* ΔE to the lowest compared entry with this formula, charge and spin: 6.569 eV
* structure (SMILES): C=NN1C[C@H]1[C@H](C)O
* frontier orbital gap: 9.6231 eV

Positions of all 18 atoms, in Å:
C 1.444 0.884 2.308
N 1.328 1.547 1.102
N 1.075 0.563 0.013
C 0.700 1.346 -1.301
C -0.294 0.695 -0.402
C -1.015 -0.539 -0.791
C -1.377 -1.455 0.329
O 0.021 -1.124 -1.563
H 1.400 1.502 3.191
H 1.767 -0.151 2.423
H 1.104 0.623 -2.154
H 0.762 2.434 -1.295
H -0.927 1.356 0.221
H -1.736 -0.245 -1.692
H -0.348 -1.387 0.710
H -1.234 -2.638 -0.114
H -2.602 -1.366 0.842
H -0.069 -2.045 -1.825

=====

(6)
This record from the Open Molecules 2025 dataset describes an isolated molecule of C5H10N2O in a non-equilibrium geometry. The level of theory is ωB97M-V with the def2-TZVPD basis set.

Summary:
* highest occupied orbital energy: -8.421 eV
* molecular weight: 114.15 g/mol
* 2S+1: 1
* ΔE to the lowest compared entry with this formula, charge and spin: 2.155 eV
* structure (SMILES): [H]/N=C(\C)N(C)C(=C)O
* frontier orbital gap: 9.1174 eV

Positions of all 18 atoms, in Å:
H 2.727 0.681 -0.695
N 1.878 0.994 -0.221
C 0.960 0.068 -0.234
C 1.263 -1.270 -0.892
N -0.435 0.473 -0.133
C -0.822 1.873 -0.301
C -1.122 -0.337 0.709
C -0.370 -1.000 1.642
O -2.388 -0.711 0.387
H 0.366 -1.767 -1.270
H 1.744 -1.916 -0.153
H 1.962 -1.138 -1.722
H -0.627 2.196 -1.329
H -0.246 2.509 0.378
H -1.876 2.038 -0.057
H -0.785 -1.893 2.101
H 0.357 -0.491 2.265
H -2.584 -0.310 -0.475

=====

(7)
This record from the Open Molecules 2025 dataset describes an isolated molecule of C5H10N2O in a non-equilibrium geometry. The level of theory is ωB97M-V with the def2-TZVPD basis set.

Summary:
* highest occupied orbital energy (spin up / spin down): -7.217 / -5.830 eV
* molecular weight: 114.15 g/mol
* 2S+1: 1
* ΔE to the lowest compared entry with this formula, charge and spin: 5.587 eV
* frontier orbital gap (spin up / spin down): 8.1093 / 6.5384 eV

Positions of all 18 atoms, in Å:
C 0.645 -0.287 0.035
C 2.722 0.446 0.477
C -0.937 1.613 -0.065
C 1.046 -1.664 -0.357
N -0.611 0.205 -0.276
C -2.789 -0.476 0.032
O 1.366 0.512 0.778
N -1.580 -0.755 -0.243
H 3.337 0.808 1.292
H 3.034 0.571 -0.551
H -1.688 1.915 -0.798
H -1.327 1.794 0.940
H -0.028 2.193 -0.189
H 0.242 -2.381 -0.186
H 1.898 -1.961 0.255
H 1.337 -1.742 -1.404
H -3.171 0.502 0.315
H -3.495 -1.292 -0.053

=====

(8)
This record from the Open Molecules 2025 dataset describes a structure of composition C5H10N2O in a non-equilibrium geometry. The level of theory is ωB97M-V with the def2-TZVPD basis set.

Summary:
* highest occupied orbital energy: -8.928 eV
* molecular weight: 114.15 g/mol
* 2S+1: 1
* ΔE to the lowest compared entry with this formula, charge and spin: 6.495 eV
* frontier orbital gap: 9.6816 eV

Positions of all 18 atoms, in Å:
C -0.271 -2.726 -0.555
C -1.021 -1.509 -0.024
C 0.349 0.226 -1.269
C -0.384 0.896 -0.174
C 0.041 2.235 0.690
H -0.842 -3.689 -0.412
H -0.424 -2.421 -1.783
H 0.935 -2.679 0.008
H 1.518 0.243 -1.389
H 0.218 -0.355 -2.279
H -1.672 0.594 -0.078
H 0.403 3.051 -0.054
H -1.041 2.743 1.304
H 1.256 0.913 1.783
H 1.739 2.593 2.019
N 0.016 -0.473 0.137
N 1.234 1.830 1.500
O -2.054 -1.473 0.576

=====

(9)
This record from the Open Molecules 2025 dataset describes a cluster of 2 separate species, C5H10N2O in total in a non-equilibrium geometry. The level of theory is ωB97M-V with the def2-TZVPD basis set.

Summary:
* highest occupied orbital energy: -9.395 eV
* molecular weight: 114.15 g/mol
* 2S+1: 1
* ΔE to the lowest compared entry with this formula, charge and spin: 3.169 eV
* structure (SMILES): C=NC(C)=O.[H]/N=C/C
* frontier orbital gap: 9.1467 eV

Positions of all 18 atoms, in Å:
C 1.984 -0.602 -0.695
N 1.294 -0.281 0.392
C 1.322 1.017 0.917
C 0.040 1.460 1.588
O 2.309 1.719 0.868
H 2.479 0.185 -1.262
H 2.417 -1.599 -0.729
H -0.651 1.832 0.828
H 0.257 2.268 2.282
H -0.439 0.634 2.114
H 0.841 -0.917 -1.685
N -0.313 -0.990 -1.923
C -0.914 -0.857 -0.864
C -2.367 -0.819 -0.549
H -0.067 -0.620 0.079
H -2.965 -0.929 -1.453
H -2.616 0.122 -0.057
H -2.610 -1.623 0.148

=====

(10)
This record from the Open Molecules 2025 dataset describes an isolated molecule of C5H10N2O in a non-equilibrium geometry. The level of theory is ωB97M-V with the def2-TZVPD basis set.

Summary:
* highest occupied orbital energy: -8.329 eV
* molecular weight: 114.15 g/mol
* 2S+1: 1
* ΔE to the lowest compared entry with this formula, charge and spin: 4.277 eV
* structure (SMILES): C[C@@H](N)[C@@]1(C)NC1=O
* frontier orbital gap: 8.5211 eV

Positions of all 18 atoms, in Å:
C -0.189 1.382 -1.411
C -0.216 0.009 -0.765
N 0.478 -0.949 -1.531
C 0.016 -0.085 0.727
C 1.050 -0.990 1.342
N -0.551 0.964 1.546
C -1.415 -0.071 1.208
O -2.078 -0.888 1.825
H -0.427 1.328 -2.478
H 0.807 1.826 -1.306
H -0.924 2.052 -0.963
H -1.463 -0.252 -0.596
H 0.443 -1.895 -1.168
H 1.252 -0.607 -2.089
H 1.011 -2.001 0.926
H 2.056 -0.588 1.188
H 0.867 -1.111 2.413
H -0.717 1.875 1.132

=====

(11)
This record from the Open Molecules 2025 dataset describes an isolated molecule of C5H10N2O2 in a non-equilibrium geometry. The level of theory is ωB97M-V with the def2-TZVPD basis set.

Summary:
* highest occupied orbital energy (spin up / spin down): -9.188 / -9.189 eV
* molecular weight: 130.15 g/mol
* 2S+1: 1
* ΔE to the lowest compared entry with this formula, charge and spin: 3.462 eV
* structure (SMILES): CC(=O)[C@@](C)(N)CN=O
* frontier orbital gap (spin up / spin down): 9.1068 / 9.1076 eV

Positions of all 19 atoms, in Å:
C -2.159 0.685 -0.708
C -1.349 -0.245 0.145
O -1.825 -1.136 0.798
C 0.167 0.036 0.129
C 0.711 -0.170 -1.288
N 0.357 1.417 0.513
C 0.850 -0.985 1.098
N 2.214 -0.593 1.281
O 3.073 -1.408 1.001
H -3.194 0.681 -0.377
H -1.738 1.685 -0.668
H -2.126 0.333 -1.737
H 1.798 -0.117 -1.279
H 0.415 -1.143 -1.675
H 0.335 0.609 -1.944
H 1.337 1.669 0.457
H 0.045 1.580 1.463
H 0.355 -0.889 2.069
H 0.734 -2.009 0.723

=====

(12)
This record from the Open Molecules 2025 dataset describes a cluster of 2 separate species, C5H10N2O2 in total in a non-equilibrium geometry. The level of theory is ωB97M-V with the def2-TZVPD basis set.

Summary:
* highest occupied orbital energy: -9.033 eV
* molecular weight: 130.15 g/mol
* 2S+1: 1
* ΔE to the lowest compared entry with this formula, charge and spin: 2.827 eV
* structure (SMILES): CN(C)C(N)=O.C#CO
* frontier orbital gap: 9.7095 eV

Positions of all 19 atoms, in Å:
C -2.331 -0.545 0.037
N -1.117 -0.077 0.671
C -1.244 0.376 2.040
C 0.095 -0.420 0.118
N 1.192 -0.187 0.903
O 0.153 -1.154 -0.868
H -2.079 -0.973 -0.930
H -2.818 -1.323 0.631
H -3.038 0.281 -0.070
H -0.909 1.413 2.140
H -2.286 0.327 2.347
H -0.685 -0.250 2.738
H 2.085 -0.353 0.465
H 1.192 0.561 1.574
C 2.377 1.499 -2.809
C 2.459 0.427 -2.266
O 2.633 -0.737 -1.712
H 2.569 2.291 -3.468
H 1.751 -1.156 -1.541

=====

(13)
This record from the Open Molecules 2025 dataset describes an isolated molecule of C5H10N2O2 in a non-equilibrium geometry. The level of theory is ωB97M-V with the def2-TZVPD basis set.

Summary:
* highest occupied orbital energy: -9.022 eV
* molecular weight: 130.15 g/mol
* 2S+1: 1
* ΔE to the lowest compared entry with this formula, charge and spin: 1.934 eV
* structure (SMILES): CC/N=C(/NC)OC=O
* frontier orbital gap: 9.9316 eV

Positions of all 19 atoms, in Å:
C -2.875 -0.562 0.314
C -1.494 -0.896 -0.154
N -0.563 0.242 -0.138
C 0.671 0.106 -0.375
N 1.621 1.085 -0.206
C 1.071 2.378 0.052
O 1.169 -1.170 -0.787
C 2.125 -1.762 -0.131
O 2.785 -1.377 0.815
H -2.969 -0.367 1.421
H -3.288 0.288 -0.197
H -3.504 -1.399 0.142
H -1.621 -1.259 -1.145
H -1.012 -1.713 0.488
H 2.564 0.793 0.057
H 1.862 3.088 0.345
H 0.741 2.919 -0.780
H 0.353 2.314 0.897
H 2.363 -2.706 -0.616

=====

(14)
This record from the Open Molecules 2025 dataset describes an isolated molecule of C5H10N2O2S in a non-equilibrium geometry. The level of theory is ωB97M-V with the def2-TZVPD basis set.

Summary:
* highest occupied orbital energy: -9.571 eV
* molecular weight: 162.21 g/mol
* 2S+1: 1
* ΔE to the lowest compared entry with this formula, charge and spin: 2.268 eV
* structure (SMILES): O=S1(=O)NCCN1C1CC1
* frontier orbital gap: 10.2401 eV

Positions of all 20 atoms, in Å:
O -1.202 1.905 -1.318
S -1.524 0.909 -0.339
O -2.728 0.242 -0.492
N -1.440 1.760 1.110
C -0.106 1.434 1.756
C 0.130 -0.073 1.444
N -0.156 -0.332 0.079
C 0.869 -0.407 -0.882
C 1.457 -1.766 -1.131
C 0.438 -1.195 -2.048
H -2.138 1.391 1.764
H -0.259 1.821 2.848
H 0.655 2.048 1.289
H 1.042 -0.481 1.829
H -0.512 -0.735 2.077
H 1.466 0.567 -1.081
H 1.314 -2.522 -0.412
H 2.581 -1.789 -1.383
H 0.735 -1.055 -3.016
H -0.623 -1.722 -2.094